No. 1
Below is a molecular structure, C17H52N13O27PSi2, with properties calculated with the ωB97M-V functional and the def2-TZVPD basis.

Atoms and positions in Å:
1 C 0.519 2.310 1.513
2 C 1.635 1.592 0.749
3 P 0.998 0.283 -0.390
4 C 0.883 0.967 -2.103
5 C 0.117 2.304 -2.143
6 Si 2.499 -1.347 -0.491
7 C 2.737 -1.890 -2.297
8 O 4.026 -1.460 -2.792
9 N 3.874 -0.487 -3.776
10 O 4.895 0.027 -4.037
11 O 1.921 -2.678 0.303
12 Si 1.283 -2.806 1.827
13 H 0.049 3.085 0.911
14 H 0.933 2.798 2.399
15 H -0.249 1.610 1.845
16 H 2.278 1.061 1.460
17 H 2.287 2.306 0.238
18 H 1.859 1.085 -2.580
19 H 0.335 0.228 -2.687
20 H 0.780 3.140 -2.367
21 H -0.395 2.532 -1.208
22 H -0.656 2.276 -2.914
23 H 3.816 -1.006 0.106
24 H 1.968 -1.460 -2.944
25 H 2.684 -2.978 -2.382
26 H 0.062 -2.004 2.024
27 H 0.942 -4.224 2.038
28 H 2.311 -2.410 2.817
29 C -3.527 5.726 0.868
30 N -2.491 4.683 0.628
31 O -2.299 3.858 1.497
32 O -1.897 4.724 -0.432
33 H -3.956 5.551 1.846
34 H -3.031 6.690 0.805
35 H -4.258 5.634 0.070
36 C 1.289 1.390 -5.705
37 N 0.016 0.670 -5.972
38 O -0.404 0.640 -7.109
39 O -0.540 0.158 -5.017
40 H 1.638 1.801 -6.643
41 H 1.062 2.172 -4.987
42 H 1.989 0.672 -5.286
43 C -0.352 5.414 -8.401
44 N -0.464 4.860 -7.023
45 O -1.142 5.458 -6.219
46 O 0.137 3.825 -6.802
47 H -0.937 6.324 -8.446
48 H 0.702 5.595 -8.587
49 H -0.726 4.653 -9.079
50 C 1.744 -2.261 6.657
51 N 0.458 -1.998 5.954
52 O -0.575 -2.212 6.552
53 O 0.539 -1.581 4.817
54 H 1.516 -2.624 7.652
55 H 2.289 -2.998 6.074
56 H 2.302 -1.330 6.678
57 C -3.759 0.117 -6.489
58 N -4.775 0.674 -7.422
59 O -4.396 1.337 -8.364
60 O -5.944 0.427 -7.179
61 H -2.777 0.417 -6.834
62 H -3.984 0.514 -5.504
63 H -3.886 -0.963 -6.495
64 C 5.828 -2.449 3.457
65 N 5.144 -1.773 4.594
66 O 4.525 -0.756 4.372
67 O 5.261 -2.296 5.685
68 H 5.636 -1.878 2.556
69 H 6.885 -2.488 3.704
70 H 5.424 -3.454 3.389
71 C -0.903 -5.267 -0.930
72 N -0.696 -6.531 -0.166
73 O -0.874 -7.584 -0.741
74 O -0.353 -6.405 0.991
75 H -1.199 -5.524 -1.940
76 H -1.672 -4.702 -0.410
77 H 0.036 -4.721 -0.902
78 C 7.468 -3.211 8.455
79 N 8.615 -3.582 7.578
80 O 8.400 -3.753 6.395
81 O 9.700 -3.690 8.110
82 H 6.583 -3.144 7.833
83 H 7.384 -3.977 9.218
84 H 7.709 -2.260 8.919
85 C -5.575 -4.653 -7.929
86 N -4.598 -3.618 -7.491
87 O -4.886 -2.939 -6.525
88 O -3.576 -3.518 -8.134
89 H -6.427 -4.615 -7.262
90 H -5.847 -4.418 -8.954
91 H -5.065 -5.611 -7.890
92 C -5.794 4.527 5.324
93 N -5.705 5.878 4.703
94 O -6.379 6.769 5.168
95 O -4.948 5.992 3.758
96 H -6.499 4.578 6.144
97 H -6.118 3.840 4.547
98 H -4.795 4.263 5.656
99 C 5.294 -2.800 13.028
100 N 6.243 -2.678 11.886
101 O 6.354 -1.596 11.349
102 O 6.849 -3.681 11.567
103 H 4.837 -1.832 13.190
104 H 4.566 -3.558 12.757
105 H 5.871 -3.129 13.887
106 C -8.145 2.643 -5.914
107 N -8.068 3.620 -4.793
108 O -8.194 3.200 -3.661
109 O -7.881 4.782 -5.091
110 H -8.311 1.658 -5.496
111 H -8.963 2.957 -6.556
112 H -7.207 2.690 -6.456

## Properties
LUMO level, eV: -0.18
Kohn-Sham gap, eV: 7.8370
HOMO energy, eV: -8.01

Atomic partial charges in e from the Mulliken method, atoms 1 to 4: -1.099 -0.549 -0.008 -0.078

No. 2
Below is a molecular structure, C17H52O9, with properties calculated with the ωB97M-V functional and the def2-TZVPD basis.

Atoms and positions in Å:
1 C 15.667 0.651 -14.466
2 O 16.933 0.948 -15.084
3 H 14.948 0.204 -15.153
4 H 15.852 0.034 -13.587
5 H 15.315 1.498 -13.878
6 H 16.833 1.775 -15.560
7 C 16.728 1.172 -9.714
8 O 16.598 0.356 -10.821
9 H 15.778 1.682 -9.551
10 H 17.076 0.610 -8.847
11 H 17.512 1.911 -9.876
12 H 16.506 0.981 -11.543
13 C 17.297 -3.376 -9.546
14 O 17.090 -1.927 -9.320
15 H 16.653 -3.686 -10.369
16 H 18.375 -3.535 -9.517
17 H 16.934 -3.828 -8.623
18 H 16.576 -1.662 -10.087
19 C 16.729 -5.865 -11.388
20 O 17.416 -6.576 -10.373
21 H 17.452 -5.121 -11.723
22 H 16.440 -6.618 -12.122
23 H 15.863 -5.397 -10.919
24 H 17.160 -7.500 -10.421
25 C 18.771 1.165 -12.758
26 O 17.396 0.754 -12.786
27 H 19.299 0.668 -13.572
28 H 18.725 2.248 -12.877
29 H 19.402 1.115 -11.870
30 H 17.014 0.945 -13.646
31 C 17.227 -1.824 -12.503
32 C 15.796 -1.901 -11.974
33 C 15.285 -3.325 -11.820
34 O 15.819 -1.351 -10.660
35 H 17.264 -2.042 -13.570
36 H 17.908 -2.568 -12.090
37 H 17.481 -0.770 -12.397
38 H 15.172 -1.320 -12.653
39 H 15.757 -4.099 -12.425
40 H 14.211 -3.283 -12.002
41 H 15.229 -3.768 -10.825
42 H 16.215 -0.480 -10.736
43 C 11.815 -2.694 -12.677
44 C 12.003 -1.207 -13.044
45 C 13.491 -0.829 -13.146
46 O 11.195 -0.890 -14.141
47 H 12.234 -3.014 -11.723
48 H 12.253 -3.293 -13.475
49 H 10.797 -3.022 -12.889
50 H 11.672 -0.662 -12.160
51 H 13.989 -1.350 -13.965
52 H 14.061 -1.032 -12.240
53 H 13.512 0.255 -13.255
54 H 11.505 -0.025 -14.420
55 C 14.162 -4.860 -7.623
56 C 13.202 -4.029 -8.410
57 C 13.804 -3.660 -9.755
58 O 12.066 -4.747 -8.596
59 H 15.118 -4.386 -7.404
60 H 14.494 -5.748 -8.161
61 H 13.769 -5.262 -6.689
62 H 12.998 -3.069 -7.936
63 H 14.365 -4.407 -10.318
64 H 14.567 -2.937 -9.469
65 H 13.034 -3.257 -10.412
66 H 12.232 -5.487 -9.185
67 C 13.122 -4.756 -12.647
68 C 12.930 -5.719 -13.980
69 C 14.169 -6.525 -14.206
70 O 11.818 -6.532 -13.724
71 H 12.235 -4.209 -12.329
72 H 13.942 -4.072 -12.869
73 H 13.180 -5.340 -11.729
74 H 12.777 -5.024 -14.806
75 H 14.319 -7.227 -13.387
76 H 15.045 -5.878 -14.146
77 H 14.244 -7.068 -15.148
78 H 11.662 -7.119 -14.467

## Properties
LUMO level, eV: -0.09
Kohn-Sham gap, eV: 7.4031
HOMO energy, eV: -7.49

Atomic partial charges in e from the Mulliken method, atoms 1 to 4: -0.969 -0.556 0.388 0.231

No. 3
Below is 9 unconnected molecules or ions with the total composition C17H53N14O9, with properties calculated with the ωB97M-V functional and the def2-TZVPD basis.

Atoms and positions in Å:
1 C 1.326 0.743 -0.344
2 C 0.916 -0.499 0.543
3 C -0.591 -0.687 0.468
4 O 1.699 -1.611 0.256
5 H 0.947 0.670 -1.363
6 H 2.405 0.786 -0.494
7 H 0.914 1.594 0.199
8 H 1.278 -0.267 1.545
9 H -1.155 -1.497 0.930
10 H -0.837 -0.789 -0.589
11 H -0.944 0.197 1.000
12 C 0.880 3.540 2.861
13 C -0.462 2.875 3.059
14 C -1.600 3.179 2.063
15 O -1.540 4.593 1.693
16 C -2.750 5.136 1.161
17 N -0.311 1.460 3.136
18 H 1.051 4.540 3.261
19 H 1.039 3.551 1.783
20 H 1.690 2.982 3.330
21 H -0.803 3.258 4.021
22 H -2.543 2.809 2.467
23 H -1.432 2.634 1.135
24 H -3.604 4.826 1.764
25 H -2.866 4.815 0.126
26 H -2.721 6.215 1.311
27 H 0.536 1.327 3.669
28 H -0.213 1.136 2.184
29 C -0.807 2.967 -5.285
30 C -2.017 2.264 -4.707
31 C -2.050 2.267 -3.189
32 O -3.142 1.526 -2.619
33 C -3.224 1.764 -1.215
34 N -3.120 3.035 -5.213
35 H 0.080 2.934 -4.652
36 H -0.874 4.053 -5.348
37 H -0.480 2.625 -6.266
38 H -2.091 1.238 -5.068
39 H -2.022 3.316 -2.893
40 H -1.084 1.876 -2.869
41 H -3.670 2.751 -1.090
42 H -2.290 1.784 -0.653
43 H -3.774 0.968 -0.713
44 H -3.840 2.419 -4.865
45 H -3.155 2.865 -6.208
46 C 5.288 -0.211 0.692
47 O 6.322 0.149 1.192
48 N 4.355 -0.568 1.479
49 N 5.058 -0.107 -0.610
50 H 4.775 -0.477 2.393
51 H 3.383 -0.691 1.233
52 H 4.181 -0.412 -1.008
53 H 5.735 0.387 -1.174
54 C 2.137 -1.956 -3.257
55 O 2.560 -2.000 -4.384
56 N 1.105 -1.433 -2.821
57 N 2.933 -2.259 -2.302
58 H 0.938 -1.648 -1.848
59 H 0.361 -1.229 -3.472
60 H 3.884 -2.557 -2.467
61 H 2.571 -2.205 -1.360
62 C -0.673 -2.092 4.676
63 O -0.859 -2.629 3.640
64 N -1.554 -2.042 5.563
65 N 0.423 -1.572 5.122
66 H -2.368 -2.632 5.462
67 H -1.423 -1.538 6.428
68 H 1.221 -1.769 4.535
69 H 0.672 -1.257 6.048
70 C -2.141 -3.014 -2.043
71 O -2.506 -2.991 -0.875
72 N -1.130 -3.788 -2.456
73 N -2.615 -2.285 -3.040
74 H -0.729 -4.443 -1.801
75 H -0.613 -3.497 -3.274
76 H -2.114 -2.443 -3.902
77 H -3.395 -1.646 -2.967
78 C -4.161 -0.811 2.664
79 O -5.342 -0.504 2.840
80 N -3.724 -2.091 2.557
81 N -3.108 -0.006 2.595
82 H -4.428 -2.815 2.521
83 H -2.732 -2.266 2.472
84 H -2.182 -0.358 2.401
85 H -3.184 0.981 2.798
86 C 4.683 -4.385 0.031
87 O 3.716 -4.763 0.680
88 N 5.508 -5.171 -0.648
89 N 4.997 -3.100 -0.104
90 H 6.108 -4.699 -1.309
91 H 5.073 -6.057 -0.864
92 H 5.783 -2.899 -0.705
93 H 4.463 -2.370 0.346

## Properties
Spin multiplicity: 2
Charge: -2
LUMO level (alpha / beta), eV: 3.86 / 3.76
⟨S²⟩: 0.75
Kohn-Sham gap (alpha / beta), eV: 1.2561 / 6.1859
HOMO energy (alpha / beta), eV: 2.60 / -2.42

Atomic partial charges in e from the Mulliken method, atoms 1 to 4: -0.389 0.539 0.774 -1.254